#one
The following is a quantum chemistry calculation of a 2-piece molecular cluster, C2H4BrN overall, from the OMol25 dataset.

CARTESIAN COORDINATES (ANGSTROEM)
Br  0.17  -2.82  -3.12
N  0.64  -1.36  -0.95
C  1.02  -0.81  0.12
C  0.07  -1.37  -2.00
H  -0.01  0.84  -0.11
H  -0.29  1.52  0.12
H  1.76  -0.04  0.04
H  0.43  -0.85  0.99

Results
Frontier orbital gap (alpha / beta) (eV): 8.403 / 8.404
Net charge: 0



#two
The following is a quantum chemistry calculation of a 2-piece molecular cluster, C2H4BrN overall, from the OMol25 dataset.

CARTESIAN COORDINATES (ANGSTROEM)
Br  3.75  -1.18  -1.40
N  1.46  -1.25  0.12
C  2.02  -0.59  -0.75
C  -0.48  -0.11  0.33
H  -0.93  -0.42  -0.50
H  1.57  0.24  -1.18
H  -0.65  -0.16  1.41
H  0.01  0.77  0.08

Results
Frontier orbital gap (alpha / beta) (eV): 8.942 / 8.400
Net charge: 0



#two (0.192 eV below the next structure)



#one
The following is a quantum chemistry calculation of C7H9Cl2IrLaNO4 as an isolated structure, from the OMol25 dataset.

CARTESIAN COORDINATES (ANGSTROEM)
Ir  -3.00  2.49  -4.06
La  -1.65  -1.16  -0.91
Cl  -1.26  -3.61  -1.22
Cl  -1.24  2.66  -5.52
O  -1.78  4.66  -2.36
O  -5.12  0.77  -2.77
O  -0.01  -0.59  0.37
O  -4.01  -0.90  1.63
N  2.07  -0.92  1.11
C  0.92  -0.30  1.24
C  2.30  -1.76  -0.08
C  -3.23  -1.00  0.77
C  0.62  0.69  2.29
C  3.13  -0.85  2.14
C  -2.33  3.91  -3.08
C  -4.39  1.52  -3.30
H  3.26  -2.27  0.08
H  1.41  0.73  3.04
H  -0.31  0.41  2.80
H  3.52  0.17  2.27
H  1.49  -2.50  -0.20
H  2.76  -1.22  3.11
H  2.38  -1.14  -1.00
H  3.95  -1.49  1.82
H  0.52  1.69  1.84

Results
Multiplicity: 5
<S²>: 6.02
Frontier orbital gap (alpha / beta) (eV): 6.428 / 4.224
Net charge: +4



#two
The following is a quantum chemistry calculation of C7H9Cl2IrLaNO4 as an isolated structure, from the OMol25 dataset.

CARTESIAN COORDINATES (ANGSTROEM)
Ir  -2.06  3.93  -1.01
La  -1.07  1.27  -0.98
Cl  -0.53  3.32  0.79
Cl  -0.03  2.96  -2.66
O  -1.41  -1.33  -4.09
O  -3.00  4.56  -3.84
O  -3.99  4.69  1.20
O  0.65  -0.01  0.03
N  1.75  -1.69  1.08
C  -0.66  -1.93  0.61
C  -3.25  4.38  0.35
C  0.64  -1.19  0.58
C  3.00  -0.93  1.06
C  1.76  -2.99  1.78
C  -1.45  -0.76  -3.10
C  -2.67  4.32  -2.74
H  2.90  0.03  1.58
H  -0.99  -2.15  -0.42
H  -0.58  -2.89  1.13
H  1.07  -3.00  2.64
H  -1.43  -1.33  1.12
H  1.50  -3.83  1.12
H  3.74  -1.54  1.58
H  2.77  -3.15  2.16
H  3.35  -0.75  0.03

Results
Multiplicity: 5
<S²>: 6.02
Frontier orbital gap (alpha / beta) (eV): 6.666 / 4.373
Net charge: +4



#one (1.929 eV below the next structure)



#one
The following is a quantum chemistry calculation of a 2-piece molecular cluster, C4H14NOS2 overall, from the OMol25 dataset.

CARTESIAN COORDINATES (ANGSTROEM)
S  2.22  -1.37  -0.40
S  2.51  0.70  -0.32
O  -1.70  -2.36  0.56
N  -0.70  -0.12  -1.02
C  0.90  1.31  0.18
C  1.85  -1.69  1.35
C  -0.18  1.29  -0.86
C  -1.32  2.22  -0.57
H  -1.69  2.29  0.46
H  -1.35  -0.28  -1.81
H  0.22  1.62  -1.81
H  0.64  0.97  1.17
H  -1.07  3.26  -0.78
H  1.94  -2.73  1.61
H  2.58  -1.23  2.00
H  -2.49  -2.91  0.49
H  -1.23  -0.43  -0.20
H  0.13  -0.73  -1.11
H  -2.22  2.20  -1.20
H  0.82  -1.37  1.52
H  1.15  2.36  0.35
H  -0.98  -2.99  0.40

Results
Frontier orbital gap (eV): 9.605
Net charge: +1



#two
The following is a quantum chemistry calculation of a 2-piece molecular cluster, C4H14NOS2 overall, from the OMol25 dataset.

CARTESIAN COORDINATES (ANGSTROEM)
S  0.39  -1.57  0.10
S  -1.09  -0.22  0.08
O  0.56  1.40  3.51
N  -0.43  2.41  1.09
C  -0.02  -2.71  -1.25
C  -0.72  1.14  -1.07
C  1.16  -3.62  -1.48
C  -0.74  2.51  -0.39
H  -0.09  1.47  1.32
H  0.15  1.01  -1.73
H  1.06  -4.14  -2.43
H  -0.98  -3.18  -1.01
H  0.19  3.16  1.38
H  -0.22  -2.16  -2.18
H  1.52  1.58  3.58
H  0.02  3.16  -0.79
H  1.28  -4.39  -0.73
H  -1.48  1.13  -1.84
H  -1.29  2.46  1.63
H  0.39  0.65  4.08
H  2.08  -3.04  -1.39
H  -1.73  2.95  -0.46

Results
Frontier orbital gap (eV): 9.228
Net charge: +1



#one (0.338 eV below the next structure)



#one
The following is a quantum chemistry calculation of C25H34N4O6 as an isolated structure, from the OMol25 dataset.

CARTESIAN COORDINATES (ANGSTROEM)
O  0.09  -0.10  1.91
O  -3.03  -0.68  -1.76
O  -0.64  1.28  -0.67
O  -4.77  0.45  -0.74
O  3.39  -0.40  -1.16
O  1.73  -1.07  3.21
N  -1.99  1.54  -2.64
N  1.67  0.45  0.07
N  0.04  0.55  -4.08
N  2.17  -0.20  -3.57
C  -2.43  -0.02  2.14
C  -2.18  -2.71  -1.04
C  -0.83  1.48  -1.78
C  5.09  1.83  0.76
C  3.90  3.88  1.67
C  2.36  -0.05  -1.20
C  3.82  2.43  0.79
C  -2.34  -3.88  -0.97
C  -3.27  -1.96  -1.42
C  2.74  1.67  1.82
C  -1.05  -5.00  -0.88
C  2.44  0.31  1.07
C  0.30  0.91  -2.73
C  -1.04  -0.52  2.79
C  -4.31  2.41  -3.02
C  -0.71  0.29  4.25
C  1.51  0.40  -2.51
C  1.18  0.21  -4.45
C  -3.72  0.59  -1.37
C  -0.86  -2.03  -0.86
C  -3.24  1.66  -1.86
C  0.24  -2.82  -0.52
C  0.00  -4.33  -0.34
C  -1.01  -2.02  3.23
C  1.43  -0.44  2.30
H  5.82  2.27  0.24
H  -1.87  1.37  -3.74
H  -3.91  3.47  -3.32
H  -3.16  -4.56  -1.28
H  -2.94  2.46  -0.96
H  -2.09  0.76  1.64
H  3.21  1.40  3.05
H  3.00  -0.47  -3.40
H  2.92  4.33  1.73
H  0.08  -2.33  3.71
H  1.96  2.14  2.12
H  3.36  2.77  0.05
H  -0.91  -2.69  2.21
H  -1.67  -2.45  3.59
H  4.93  1.07  0.18
H  -0.85  1.28  3.92
H  0.12  -0.02  4.60
H  4.48  4.32  1.03
H  5.56  1.37  1.74
H  -1.15  -5.89  -0.63
H  -3.88  -1.83  -0.40
H  1.12  -2.19  -0.03
H  -4.44  1.88  -3.94
H  -3.06  -0.38  2.71
H  1.35  -0.11  -5.46
H  -5.15  2.39  -2.36
H  -1.64  -0.01  4.75
H  -2.39  -0.80  1.25
H  0.85  -4.70  -0.31
H  3.11  -0.30  1.26
H  0.80  0.87  -0.03
H  -0.77  -0.94  -0.71
H  4.43  3.67  2.57
H  -3.90  -2.26  -2.22

Results
Frontier orbital gap (eV): 8.185
Net charge: 0



#two
The following is a quantum chemistry calculation of one molecule with the formula C25H34N4O6, from the OMol25 dataset.

CARTESIAN COORDINATES (ANGSTROEM)
O  4.91  -0.83  -1.26
O  2.92  -2.53  0.91
O  0.50  0.78  -0.77
O  4.10  2.19  0.72
O  -4.31  -1.81  0.76
O  -1.81  4.15  0.40
N  2.05  -1.47  -0.90
N  -3.43  0.75  -1.51
N  1.54  0.59  1.21
N  -1.85  2.25  -0.87
C  -4.66  0.28  -1.51
C  -0.67  -2.23  0.39
C  2.52  1.11  2.15
C  5.65  -1.88  -0.66
C  5.34  2.19  0.05
C  4.06  -1.22  -2.31
C  3.94  1.09  1.58
C  -1.26  3.35  -0.33
C  -4.13  2.47  0.00
C  0.21  3.51  -0.72
C  -2.03  -2.49  0.26
C  1.11  2.82  0.31
C  -2.97  -1.63  0.81
C  -6.34  -2.91  0.23
C  2.17  -1.70  0.42
C  -5.42  1.96  -0.01
C  2.89  -2.12  -1.87
C  -4.83  -2.95  0.11
C  -2.52  -0.50  1.50
C  -1.17  -0.25  1.63
C  -5.70  0.85  -0.79
C  -0.22  -1.11  1.07
C  1.04  1.32  0.20
C  1.25  -0.84  1.30
C  -3.16  1.83  -0.77
H  5.46  1.29  -0.56
H  2.29  -2.36  -2.76
H  2.27  2.14  2.42
H  2.49  0.50  3.05
H  6.11  -2.51  -1.42
H  3.67  -0.28  -2.72
H  -1.25  1.59  -1.36
H  6.17  2.25  0.77
H  6.42  -1.40  -0.07
H  -4.44  -3.86  0.59
H  0.79  3.13  1.31
H  -4.82  -0.58  -2.14
H  4.67  1.15  2.40
H  5.02  -2.48  -0.01
H  0.03  -2.92  -0.04
H  4.11  0.15  1.03
H  1.42  -0.73  -1.19
H  5.35  3.07  -0.58
H  -0.85  0.62  2.18
H  -6.69  0.44  -0.83
H  -6.19  2.44  0.57
H  -6.72  -2.01  -0.25
H  0.43  4.57  -0.74
H  -6.78  -3.78  -0.25
H  -3.25  0.16  1.93
H  2.14  3.13  0.17
H  1.48  -1.14  2.33
H  -4.53  -2.95  -0.94
H  -3.87  3.34  0.58
H  3.27  -3.04  -1.42
H  0.39  3.08  -1.71
H  4.63  -1.75  -3.09
H  -6.63  -2.89  1.28
H  -2.33  -3.37  -0.28

Results
SMILES string: CCOc1ccc([C@@H](C(=O)NCCOC)N(CCOC)C(=O)CCC(=O)Nc2ccccn2)cc1
Frontier orbital gap (eV): 8.929
Net charge: 0



#two (24.270 eV below the next structure)



#one
The following is a quantum chemistry calculation of C3H3BrO2 as an isolated structure, from the OMol25 dataset.

CARTESIAN COORDINATES (ANGSTROEM)
Br  2.26  -1.32  -0.49
O  0.16  2.28  -0.01
O  -0.44  -0.41  -1.33
C  1.04  1.53  0.10
C  0.63  -0.29  -0.42
C  -0.66  -0.93  -0.02
H  -0.82  -2.04  0.06
H  -1.29  -0.30  0.71
H  2.18  1.76  0.44

Results
Multiplicity: 3
<S²>: 2.01
Frontier orbital gap (alpha / beta) (eV): 6.530 / 7.666
Net charge: 0



#two
The following is a quantum chemistry calculation of one molecule with the formula C3H3BrO2, from the OMol25 dataset.

CARTESIAN COORDINATES (ANGSTROEM)
Br  4.44  0.17  -0.03
O  1.89  1.42  -0.73
O  2.38  -1.32  1.44
C  0.19  -0.32  -0.10
C  1.50  0.42  -0.24
C  2.62  -0.59  0.55
H  -0.64  0.33  0.11
H  0.31  -1.12  0.59
H  0.05  -0.78  -1.13

Results
Multiplicity: 3
<S²>: 2.02
Frontier orbital gap (alpha / beta) (eV): 7.548 / 7.134
Net charge: 0



#two (3.174 eV below the next structure)



#one
The following is a quantum chemistry calculation of one molecule with the formula C5H8O2S, from the OMol25 dataset.

CARTESIAN COORDINATES (ANGSTROEM)
S  1.76  -1.15  -0.44
O  -1.41  -1.17  -1.22
O  -0.30  1.41  -0.60
C  1.95  0.60  -0.20
C  1.04  1.56  -0.37
C  0.23  -1.44  0.54
C  -1.18  0.78  0.30
C  -1.10  -0.76  0.09
H  -0.99  1.11  1.33
H  0.07  -2.50  0.40
H  1.40  2.60  -0.43
H  -0.76  -0.73  -1.79
H  0.42  -1.13  1.61
H  2.95  0.90  0.11
H  -1.90  -1.16  0.67
H  -2.19  1.08  0.02

Results
SMILES string: O[C@@H]1COC=CSC1
Frontier orbital gap (eV): 9.426
Net charge: 0



#two
The following is a quantum chemistry calculation of one molecule with the formula C5H8O2S, from the OMol25 dataset.

CARTESIAN COORDINATES (ANGSTROEM)
S  -3.70  0.32  -0.16
O  -1.03  1.00  0.33
O  -1.64  -1.29  -0.08
C  1.23  0.52  1.11
C  0.23  0.16  0.02
C  0.67  0.56  -1.32
C  -0.28  -1.25  0.23
C  -2.22  -0.11  0.05
H  0.79  0.26  2.13
H  1.36  1.65  1.09
H  1.30  -0.19  -1.86
H  2.22  -0.07  0.93
H  -0.15  -1.55  1.30
H  0.25  -2.06  -0.29
H  1.14  1.46  -1.36
H  -0.17  0.56  -2.12

Results
SMILES string: CC1(C)COC(=S)O1
Frontier orbital gap (eV): 9.847
Net charge: 0



#three
The following is a quantum chemistry calculation of one molecule with the formula C5H8O2S, from the OMol25 dataset.

CARTESIAN COORDINATES (ANGSTROEM)
S  3.44  -0.52  0.27
O  4.64  0.28  -0.25
O  1.61  1.40  -0.42
C  0.61  -0.59  0.55
C  -0.26  0.73  0.86
C  2.00  0.26  0.08
C  0.11  -1.30  -0.62
C  0.22  1.68  -0.24
H  -1.30  0.51  0.64
H  0.12  2.64  0.14
H  0.95  -1.14  1.40
H  -0.38  1.67  -1.18
H  0.35  -0.88  -1.63
H  -0.99  -1.52  -0.56
H  0.83  -2.30  -0.67
H  0.04  0.96  1.87

Results
Frontier orbital gap (eV): 9.050
Net charge: 0



#one (0.410 eV below the next structure)